1) Here is the molecule C3H5NS2 from the OMol25 dataset. Energies are from ωB97M-V/def2-TZVPD.

Output
HOMO = -8.47 eV
gap between HOMO and LUMO = 9.141 eV
SMILES = S=C1CCN1S

```
11
Properties=species:S:1:pos:R:3:mulliken_charge:R:1
C -0.49385 0.91065 -0.05741 -0.4051
C 1.03734 0.77836 -0.13428 -0.4070
C 0.76713 -0.73060 -0.14831 0.1714
H -1.95586 -1.71451 1.10855 0.1195
H -0.92797 1.39667 -0.96582 0.2473
H -0.91269 1.30591 0.90383 0.2588
H 1.53626 1.17735 -0.98920 0.2461
H 1.64246 1.12357 0.71032 0.2317
N -0.59001 -0.56607 -0.14446 -0.0169
S -1.84745 -1.66761 -0.19044 -0.0967
S 1.74463 -2.01371 -0.09277 -0.3491
```

=====

2) Here is the molecule C3H5NS2 from the OMol25 dataset. Energies are from ωB97M-V/def2-TZVPD.

Output
HOMO = -9.05 eV
gap between HOMO and LUMO = 7.869 eV
SMILES = C/C(C=S)=N\S

```
11
Properties=species:S:1:pos:R:3:mulliken_charge:R:1
C 0.16962 -0.97317 -0.98531 -1.2520
C 0.00969 0.12351 0.05249 0.8807
C 0.17297 -0.24506 1.45335 -0.3988
H 0.87710 -0.56053 -1.77263 0.3538
H 0.54081 -2.00668 -0.66808 0.3156
H -0.77046 -1.01000 -1.51287 0.3891
H -0.14813 0.53195 2.09236 0.3772
H -1.04750 2.83554 -1.91764 0.1628
N -0.43305 1.26595 -0.26064 -0.4881
S 0.76073 -1.66168 2.05942 -0.2260
S -0.66911 1.53145 -1.90441 -0.1144
```

=====

Which structure above is the least stable one? 2) is the least stable one.